Entry 1:
ORCA calculation (ωB97M-V with the def2-TZVPD basis set) on a cluster of 3 separate species, C19H30ClFN4O7P in total in a non-equilibrium geometry.

Properties
**Charge**: +1
**Total energy**: -64994.207 eV
**Lowest unoccupied orbital energy**: -4.79 eV

Last column: Mulliken charge in e.
Atoms and positions in Å:
C: -2.750 3.136 -0.041  -0.76
C: -1.488 3.099 -1.077  -0.47
C: -0.525 1.860 -0.721  -0.46
C: -1.282 0.408 -0.801  -0.46
C: -0.075 -0.679 -0.919  0.08
C: 0.301 -1.380 -2.258  0.05
C: -0.365 -1.230 -3.733  0.38
C: 0.615 -0.894 -4.854  -0.38
C: 0.080 -0.679 -6.300  -0.44
C: -1.463 -0.864 -6.348  -0.36
C: -2.220 -1.245 -5.070  -0.15
N: -1.777 -1.445 -3.725  -0.41
N: 1.450 -2.199 -1.841  0.21
P: 2.458 -3.268 -2.893  0.39
O: 4.078 -2.793 -2.462  -0.51
Cl: 2.125 -5.301 -2.459  -0.18
C: 1.726 -2.051 -0.403  0.07
C: 2.878 -2.794 0.462  0.32
O: 3.152 -4.028 0.304  -0.48
N: 3.676 -2.089 1.510  -0.29
C: 4.512 -3.086 2.266  0.50
O: 5.747 -3.113 2.030  -0.43
F: 3.878 -3.922 3.254  -0.17
N: 0.793 -1.102 0.176  0.30
C: 0.622 -0.579 1.565  -0.65
O: 0.056 -1.661 2.372  -0.16
O: -1.257 -1.810 2.057  -0.35
H: -3.194 4.205 -0.036  0.13
H: -3.510 2.377 -0.450  0.29
H: -2.444 2.781 1.016  0.23
H: -1.924 2.879 -2.132  0.26
H: -0.895 4.083 -1.067  0.30
H: 0.287 1.809 -1.555  0.28
H: 0.063 1.978 0.265  0.32
H: -1.833 0.160 0.174  0.30
H: -1.993 0.354 -1.704  0.50
H: 1.736 -0.796 -4.640  0.27
H: 0.723 -0.395 -7.198  0.38
H: -2.026 -0.733 -7.339  0.32
H: -3.363 -1.401 -5.204  0.34
H: 4.085 -1.800 -2.555  0.37
H: 3.026 -1.721 2.244  0.30
H: 1.632 -0.205 1.952  0.46
H: -0.114 0.301 1.650  0.35
H: -1.337 -2.383 1.244  0.35
C: -2.722 8.702 0.001  -1.16
C: -2.993 7.213 -0.075  -0.19
O: -1.766 6.491 -0.101  -0.46
H: -2.126 9.027 -0.856  0.29
H: -3.656 9.268 0.016  0.34
H: -2.148 8.945 0.900  0.35
H: -3.547 6.971 -0.985  0.30
H: -3.580 6.878 0.786  0.28
H: -1.286 6.703 0.711  0.27
C: 1.274 -4.177 6.839  -1.01
C: 0.809 -5.250 5.875  -0.20
O: 0.753 -4.729 4.552  -0.44
H: 0.597 -3.318 6.813  0.24
H: 1.317 -4.562 7.861  0.35
H: 2.266 -3.809 6.560  0.29
H: -0.190 -5.598 6.144  0.30
H: 1.489 -6.107 5.887  0.27
H: 1.643 -4.431 4.318  0.22

---

Entry 2:
ORCA calculation (ωB97M-V with the def2-TZVPD basis set) on a cluster of 2 separate species, C2H3NS in total in a non-equilibrium geometry.

Properties
**Total energy**: -14444.355 eV
**Lowest unoccupied orbital energy**: -0.86 eV

Last column: Mulliken charge in e.
Atoms and positions in Å:
C: -0.308 1.383 0.301  -0.05
C: -0.199 -0.804 0.393  -0.39
N: -0.171 2.512 0.297  -0.33
S: 1.332 -1.016 -0.535  -0.09
H: -1.176 -0.759 -0.208  0.34
H: -0.233 -0.838 1.471  0.33
H: 0.755 -0.479 -1.719  0.19

---

Entry 3:
ORCA calculation (ωB97M-V with the def2-TZVPD basis set) on a cluster of 8 separate species, C12H42N2O10 in total in a non-equilibrium geometry.

Properties
**SMILES string**: COCCNCCOC.COCCNCCOC.O.O.O.O.O.O
**Total energy**: -36577.507 eV
**Lowest unoccupied orbital energy**: 0.43 eV

Last column: Mulliken charge in e.
Atoms and positions in Å:
C: 3.294 1.419 -5.554  -0.75
O: 3.260 0.477 -4.497  -0.28
C: 2.848 1.128 -3.328  -0.87
C: 2.749 0.122 -2.159  -0.30
N: 4.056 -0.477 -1.863  -0.33
C: 4.108 -1.349 -0.720  -0.80
C: 3.494 -2.775 -0.983  0.29
O: 4.231 -3.540 -1.909  -0.41
C: 3.469 -4.615 -2.342  -0.63
H: 2.291 1.806 -5.762  0.31
H: 3.718 0.995 -6.487  0.24
H: 3.855 2.318 -5.285  0.31
H: 1.840 1.533 -3.410  0.41
H: 3.468 1.964 -3.120  0.46
H: 2.000 -0.575 -2.505  0.21
H: 2.340 0.725 -1.313  0.28
H: 4.396 -0.925 -2.687  0.26
H: 3.475 -0.923 0.079  0.35
H: 5.175 -1.500 -0.537  0.38
H: 2.449 -2.810 -1.357  0.15
H: 3.458 -3.235 0.039  -0.05
H: 2.747 -4.238 -3.094  0.26
H: 2.866 -5.047 -1.499  0.24
H: 4.093 -5.355 -2.819  0.27
C: -5.501 7.300 1.480  -0.73
O: -5.145 5.954 1.064  -0.30
C: -3.775 5.700 1.262  -0.48
C: -3.412 4.283 0.889  -0.72
N: -3.936 3.184 1.727  -0.30
C: -3.190 1.955 1.447  -0.57
C: -3.725 0.813 2.345  -0.49
O: -3.192 -0.432 1.987  -0.27
C: -4.058 -1.540 2.281  -0.84
H: -6.611 7.235 1.373  0.23
H: -5.021 8.080 0.891  0.29
H: -5.256 7.494 2.507  0.32
H: -3.489 5.877 2.306  0.31
H: -3.218 6.463 0.686  0.35
H: -2.317 4.191 0.882  0.37
H: -3.718 3.995 -0.114  0.33
H: -3.864 3.383 2.709  0.24
H: -2.136 2.184 1.507  0.38
H: -3.427 1.679 0.422  0.24
H: -4.831 0.747 2.265  0.38
H: -3.456 1.044 3.379  0.24
H: -4.070 -1.702 3.347  0.34
H: -3.631 -2.456 1.886  0.25
H: -5.053 -1.320 1.992  0.39
O: 1.953 -4.846 3.207  -0.65
H: 2.084 -4.802 4.157  0.29
H: 2.847 -4.720 2.804  0.33
O: -0.035 -3.506 -0.950  -0.59
H: 0.067 -4.421 -1.212  0.27
H: -0.874 -3.191 -1.379  0.26
O: 0.255 -0.489 1.100  -0.55
H: 0.445 -1.256 1.643  0.33
H: -0.484 -0.014 1.515  0.24
O: -2.240 -0.706 -0.745  -0.67
H: -2.575 -0.583 0.151  0.40
H: -1.293 -0.889 -0.595  0.31
O: -0.009 -3.223 1.945  -0.63
H: 0.463 -4.012 2.207  0.31
H: 0.069 -3.246 0.980  0.36
O: 4.996 -3.420 2.639  -0.59
H: 5.438 -2.942 3.308  0.29
H: 5.246 -2.967 1.818  0.34